Entry 1:
The following is a DFT calculation (the ωB97M-V functional and the def2-TZVPD basis) of 2 unconnected molecules or ions with the total composition C3H4IN3S.

```
12
Properties=species:S:1:pos:R:3:mulliken_charge:R:1
C 0.427 -2.714 -0.876 -0.156
C -0.124 -0.325 -0.978 -0.134
C 0.529 2.201 2.001 -0.167
N -0.548 -2.521 -1.700 -0.606
N -0.824 -1.153 -1.720 0.218
N -0.402 2.107 1.150 -0.413
S 1.006 -1.320 -0.033 -0.028
I -1.289 3.766 0.227 0.065
H 0.707 -3.685 -0.656 0.453
H 0.738 1.422 2.746 0.263
H 1.195 3.013 2.269 0.265
H -1.415 -0.791 -2.429 0.242
```

LUMO level in eV: -0.16

=====

Entry 2:
The following is a DFT calculation (the ωB97M-V functional and the def2-TZVPD basis) of C2H3N5O in the gas phase.

```
11
Properties=species:S:1:pos:R:3:mulliken_charge:R:1
H -2.751 0.419 1.439 0.292
N -2.325 0.387 0.460 -0.491
C -1.155 0.069 0.679 0.013
N -0.250 -0.111 -0.462 0.057
O -0.469 0.686 -1.657 -0.142
N 0.919 0.935 -2.022 -0.011
N 1.672 0.325 -1.365 -0.170
C 1.057 -0.352 -0.142 0.502
N 1.478 -1.152 0.725 -0.601
H 2.442 -1.070 0.584 0.289
H -0.616 -0.136 1.760 0.263
```

LUMO level in eV: -0.04

=====

Entry 3:
The following is a DFT calculation (the ωB97M-V functional and the def2-TZVPD basis) of a molecular structure, C6H5FNa.

```
13
Properties=species:S:1:pos:R:3:mulliken_charge:R:1
F 0.674 -0.371 -2.607 -0.289
C -0.363 -0.183 1.369 -0.554
C 0.981 -0.242 1.000 -0.265
C -1.355 -0.188 0.388 -0.266
C 1.341 -0.306 -0.346 -0.511
C -1.011 -0.252 -0.962 -0.510
C 0.333 -0.309 -1.300 0.473
H -0.639 -0.133 2.431 0.389
H 1.766 -0.238 1.768 0.375
H -2.414 -0.142 0.675 0.375
H 2.391 -0.353 -0.666 0.421
H -1.771 -0.257 -1.755 0.421
Na 0.067 2.972 0.005 0.941
```

LUMO level in eV: -5.12
Net charge: +1

=====

Entry 4:
The following is a DFT calculation (the ωB97M-V functional and the def2-TZVPD basis) of 4 unconnected molecules or ions with the total composition H8O4.

```
12
Properties=species:S:1:pos:R:3:mulliken_charge:R:1
O 1.756 0.301 0.873 -0.678
H 1.326 -0.475 0.496 0.367
H 1.547 1.009 0.253 0.293
O 3.005 -0.796 -0.395 -0.570
H 3.305 -1.549 0.127 0.293
H 3.196 -1.050 -1.305 0.288
O -1.341 2.019 -0.151 -0.620
H -1.252 2.957 0.051 0.311
H -1.845 2.002 -0.972 0.319
O -3.168 -1.687 0.014 -0.643
H -3.964 -1.200 0.258 0.318
H -2.564 -1.533 0.749 0.323
```

LUMO level in eV: 0.67

=====

Entry 5:
The following is a DFT calculation (the ωB97M-V functional and the def2-TZVPD basis) of 14 unconnected molecules or ions with the total composition C42H112O14.

```
168
Properties=species:S:1:pos:R:3:mulliken_charge:R:1
C -10.804 29.281 -20.382 -0.803
C -9.430 29.417 -21.178 0.566
C -9.736 30.173 -22.510 -1.363
O -8.589 30.064 -20.310 -0.462
H -11.341 30.229 -20.422 0.577
H -10.616 28.900 -19.379 0.323
H -11.460 28.597 -20.920 -0.191
H -8.975 28.454 -21.413 0.054
H -10.604 29.753 -23.019 0.125
H -8.882 30.127 -23.186 0.357
H -9.968 31.225 -22.346 0.448
H -8.996 30.867 -19.976 0.331
C -9.341 21.028 -19.825 0.961
C -8.607 19.885 -20.451 0.337
C -8.826 18.551 -19.719 -1.484
O -8.889 19.869 -21.790 -0.460
H -9.069 21.984 -20.272 -0.349
H -9.113 21.210 -18.775 -0.415
H -10.392 20.909 -20.087 -0.095
H -7.532 20.043 -20.367 0.146
H -8.596 18.693 -18.663 0.179
H -8.155 17.752 -20.035 0.524
H -9.811 18.141 -19.945 0.384
H -8.643 18.985 -22.075 0.257
C -7.863 23.013 -23.088 -0.469
C -8.304 22.445 -24.378 0.495
C -7.262 21.690 -25.204 -1.582
O -9.380 21.550 -24.062 -0.754
H -7.607 22.298 -22.306 -0.102
H -8.725 23.616 -22.803 0.027
H -6.951 23.592 -23.231 0.493
H -8.700 23.203 -25.054 0.319
H -7.007 20.724 -24.766 0.301
H -6.326 22.239 -25.306 0.386
H -7.624 21.493 -26.213 0.396
H -9.097 21.019 -23.314 0.422
C -10.250 28.230 -25.993 -1.437
C -11.341 27.210 -25.503 0.251
C -10.964 26.496 -24.177 0.378
O -12.584 27.758 -25.304 -0.491
H -10.263 29.104 -25.342 0.295
H -10.509 28.635 -26.972 0.439
H -9.219 27.875 -26.001 0.354
H -11.425 26.441 -26.271 0.293
H -10.094 25.877 -24.396 0.593
H -11.756 25.798 -23.905 -0.645
H -10.710 27.184 -23.371 -0.406
H -12.938 28.229 -26.061 0.250
C -9.844 25.620 -20.230 0.062
C -11.092 24.961 -19.568 1.069
C -10.857 24.369 -18.125 -0.417
O -12.047 25.964 -19.452 -0.234
H -9.026 24.958 -20.515 0.144
H -9.321 26.291 -19.548 0.023
H -10.137 26.114 -21.156 -0.514
H -11.481 24.179 -20.221 -0.678
H -11.795 24.069 -17.658 0.047
H -10.280 24.974 -17.425 0.588
H -10.336 23.445 -18.378 -0.327
H -12.161 26.214 -18.532 0.228
C -18.386 25.014 -18.062 -1.425
C -17.033 25.726 -17.965 0.910
C -15.875 25.167 -18.892 -1.033
O -17.184 27.068 -18.436 -0.567
H -18.293 23.936 -17.923 0.342
H -18.787 25.146 -19.067 0.355
H -19.142 25.307 -17.334 0.367
H -16.631 25.743 -16.952 -0.053
H -14.898 25.536 -18.579 0.159
H -15.914 25.440 -19.947 0.289
H -15.828 24.081 -18.802 0.430
H -16.297 27.432 -18.394 0.294
C -7.284 26.117 -14.964 -0.769
C -7.653 27.296 -14.141 0.158
C -6.802 27.290 -12.778 -1.383
O -7.242 28.358 -15.020 -0.509
H -6.303 26.095 -15.438 0.468
H -8.104 25.893 -15.647 -0.181
H -7.251 25.212 -14.358 0.455
H -8.718 27.355 -13.916 0.352
H -7.308 26.796 -11.949 0.397
H -6.484 28.313 -12.573 0.344
H -5.906 26.671 -12.837 0.304
H -6.302 28.194 -15.117 0.361
C -12.444 19.253 -18.322 -0.875
C -13.165 19.879 -17.078 0.081
C -12.403 21.089 -16.457 -0.164
O -14.389 20.445 -17.609 -0.540
H -11.423 19.008 -18.027 0.169
H -12.393 19.967 -19.145 -0.075
H -12.863 18.318 -18.693 0.487
H -13.399 19.123 -16.329 0.410
H -11.665 20.772 -15.720 0.142
H -13.076 21.665 -15.822 0.241
H -11.998 21.725 -17.245 -0.229
H -14.961 20.533 -16.843 0.312
C -12.283 23.324 -23.297 -0.980
C -12.614 21.835 -23.052 1.181
C -14.062 21.506 -22.944 -1.492
O -12.020 21.194 -24.220 -0.138
H -11.210 23.517 -23.282 0.026
H -12.596 24.053 -22.550 0.311
H -12.759 23.684 -24.210 0.655
H -12.062 21.395 -22.221 -0.172
H -14.637 22.155 -23.606 0.339
H -14.425 21.628 -21.923 0.394
H -14.289 20.451 -23.098 0.423
H -11.065 21.272 -24.269 0.664
C -6.549 27.046 -18.927 -0.720
C -6.454 28.335 -18.133 0.634
C -5.740 29.380 -18.954 -1.678
O -7.747 28.725 -17.883 -0.520
H -7.034 26.333 -18.259 0.009
H -5.551 26.655 -19.125 0.600
H -7.148 27.054 -19.837 0.127
H -5.952 28.244 -17.170 0.169
H -6.091 29.558 -19.971 0.223
H -4.677 29.142 -18.925 0.462
H -5.898 30.346 -18.473 0.418
H -8.062 28.950 -18.762 0.266
C -8.232 19.638 -14.528 -1.359
C -8.187 20.441 -15.840 0.840
C -8.721 21.925 -15.739 -0.417
O -6.865 20.440 -16.178 -0.611
H -9.286 19.727 -14.269 0.363
H -7.530 20.036 -13.796 0.389
H -7.984 18.582 -14.636 0.382
H -8.637 19.938 -16.696 -0.466
H -9.800 22.031 -15.632 0.011
H -8.456 22.472 -16.644 -0.064
H -8.217 22.291 -14.845 0.447
H -6.472 20.948 -15.465 0.395
C -14.507 28.086 -21.104 -1.502
C -13.780 27.417 -22.224 2.708
C -14.611 26.469 -23.063 -1.492
O -13.376 28.594 -22.943 -0.669
H -14.828 27.330 -20.387 -0.080
H -15.470 28.525 -21.366 0.460
H -13.890 28.855 -20.639 0.375
H -12.841 27.007 -21.853 -1.118
H -15.479 26.947 -23.518 0.493
H -14.999 25.666 -22.436 0.231
H -14.109 25.912 -23.855 0.262
H -13.214 28.321 -23.849 0.385
C -13.584 25.410 -12.743 -1.479
C -13.072 24.571 -13.896 0.406
C -13.631 25.003 -15.208 -0.858
O -11.608 24.759 -13.934 -0.462
H -14.661 25.581 -12.743 0.358
H -13.101 26.387 -12.756 0.333
H -13.398 25.083 -11.721 0.370
H -13.224 23.526 -13.624 0.306
H -14.715 25.107 -15.159 0.360
H -13.260 24.316 -15.969 -0.018
H -13.318 26.011 -15.482 0.445
H -11.523 25.605 -14.379 0.253
C -6.397 23.170 -19.557 0.350
C -5.219 22.691 -18.676 -0.086
C -5.128 23.374 -17.302 -0.671
O -5.201 21.287 -18.481 -0.568
H -6.443 24.256 -19.642 0.022
H -7.305 22.742 -19.131 -0.344
H -6.332 22.788 -20.576 0.096
H -4.324 23.082 -19.161 0.415
H -5.886 22.950 -16.643 -0.016
H -5.404 24.429 -17.295 0.075
H -4.127 23.268 -16.884 0.383
H -5.916 21.128 -17.860 0.397
```

Spin multiplicity: 2
LUMO level (alpha / beta) in eV: -2.14 / -8.51
Net charge: +1

=====

Entry 6:
The following is a DFT calculation (the ωB97M-V functional and the def2-TZVPD basis) of C5H7NO in the gas phase.

```
14
Properties=species:S:1:pos:R:3:mulliken_charge:R:1
H -2.541 -1.714 0.188 0.290
N -2.183 -0.894 0.679 -0.643
C -1.094 -0.503 0.176 0.543
C -0.448 0.716 0.788 -0.226
C -0.165 1.874 0.200 -0.556
O -0.524 -1.165 -0.905 -0.424
C 0.798 -0.859 -1.160 -0.171
C 1.659 -0.743 -0.155 -0.645
H -0.298 0.617 1.860 0.282
H -0.261 2.031 -0.872 0.257
H 0.145 2.729 0.798 0.276
H 1.032 -0.806 -2.220 0.387
H 1.349 -1.192 0.782 0.345
H 2.530 -0.091 -0.158 0.285
```

LUMO level in eV: 0.96